A molecular structure, C27H48CeClO2P in a non-equilibrium geometry, computed with the ωB97M-V functional and the def2-TZVPD basis.

XYZ file:
```
80
Properties=species:S:1:pos:R:3:forces:R:3:mulliken_spin:R:1
Ce -0.42586 0.70126 3.08663 1.0 1.1 -2.9 0.914
Cl -2.82558 1.02729 2.18610 -1.6 0.0 -0.8 -0.001
P -0.21524 0.57984 -0.70004 0.2 -0.1 0.2 0.005
C -0.56306 2.15561 4.53762 -0.2 0.9 3.2 -0.118
H 0.30415 2.25542 5.24934 -0.1 0.2 -0.7 0.008
H -1.44861 2.17751 5.24577 0.3 0.1 -0.8 0.003
C 1.17908 -0.36931 -1.54617 -0.5 0.2 0.2 -0.014
C -0.18598 2.33754 -1.37443 -0.2 -0.4 0.0 0.010
C 2.54704 0.23611 -1.16990 -0.1 -0.1 0.1 0.000
H 1.09039 -1.34945 -1.03792 0.1 0.2 -0.1 0.000
C 3.68537 -0.70520 -1.57882 -0.1 0.0 0.0 0.000
H 2.67325 1.20496 -1.67863 0.0 -0.2 0.1 0.000
H 2.60032 0.44482 -0.09074 -0.1 -0.1 -0.2 0.000
C 3.61315 -1.11973 -3.05555 0.0 0.1 0.0 0.000
H 4.64488 -0.21762 -1.37286 0.0 -0.1 0.0 0.000
H 3.63510 -1.60483 -0.95075 0.0 0.1 0.0 0.000
C 2.21928 -1.58816 -3.48722 -0.2 0.0 0.1 0.000
H 3.91834 -0.26967 -3.68049 -0.1 0.0 0.0 0.000
H 4.33640 -1.92155 -3.24204 0.0 0.1 0.0 0.000
C 1.09903 -0.62816 -3.05100 0.3 -0.1 -0.2 0.001
H 2.18400 -1.70596 -4.57787 0.1 -0.1 0.1 0.000
H 2.01796 -2.57510 -3.04686 0.0 0.1 0.0 0.000
H 1.20647 0.31619 -3.60133 0.0 -0.3 0.1 0.000
H 0.12580 -1.05066 -3.33261 0.3 0.1 0.1 0.000
C -1.80927 -0.15700 -1.38102 0.3 0.4 0.2 -0.015
C 0.38979 2.55504 -2.78179 -0.2 0.1 0.0 0.000
H -1.26106 2.59973 -1.40923 0.3 0.1 0.1 0.001
C 0.22221 4.01414 -3.20205 0.1 0.2 0.1 0.000
H 1.45769 2.29237 -2.79091 -0.2 0.1 0.0 0.000
H -0.11145 1.90840 -3.51583 0.1 0.2 0.2 0.000
C 0.87804 4.98399 -2.20355 0.0 -0.1 -0.2 0.000
H 0.65178 4.15883 -4.20103 -0.1 0.1 0.1 0.000
H -0.85043 4.24255 -3.27357 0.1 0.0 0.0 0.000
C 0.44990 4.73251 -0.75926 -0.2 -0.3 0.1 0.000
H 1.96971 4.89344 -2.28407 -0.1 -0.1 0.0 0.000
H 0.62694 6.01318 -2.48273 0.1 0.0 0.0 0.000
C 0.50245 3.25017 -0.34348 0.1 0.2 0.0 -0.003
H 1.07982 5.31267 -0.07661 -0.1 0.0 -0.1 0.000
H -0.58044 5.08632 -0.62396 0.1 0.0 0.0 0.000
H 1.55114 2.93869 -0.21649 -0.2 0.0 0.0 0.001
H 0.02900 3.13826 0.64599 0.2 0.0 -0.3 0.007
C -1.79064 -1.69409 -1.30000 0.0 0.1 -0.1 -0.030
H -2.53080 0.22058 -0.63028 0.1 -0.2 -0.2 -0.002
C -3.15520 -2.28982 -1.67895 0.0 0.2 0.2 0.002
H -1.02172 -2.09097 -1.98134 -0.2 0.0 0.1 -0.001
H -1.51163 -2.02293 -0.28648 -0.1 0.2 -0.2 0.043
C -3.68113 -1.77492 -3.02152 0.1 0.1 -0.1 0.000
H -3.07417 -3.38236 -1.70453 -0.1 0.1 0.0 0.000
H -3.87450 -2.03634 -0.88890 0.1 0.0 -0.1 0.000
C -3.61175 -0.24639 -3.15411 0.0 0.1 0.1 0.000
H -3.10361 -2.23136 -3.83644 0.0 0.0 0.1 0.000
H -4.71982 -2.09833 -3.15338 0.1 0.0 0.0 0.000
C -2.24630 0.33435 -2.76469 -0.1 -0.3 -0.2 0.002
H -3.84419 0.05109 -4.18455 -0.1 -0.1 0.1 0.000
H -4.37520 0.20588 -2.50561 0.1 -0.1 -0.1 0.000
H -1.50021 0.03743 -3.51730 -0.2 0.1 0.1 0.000
H -2.30275 1.43105 -2.79215 0.0 -0.3 0.0 0.000
C 0.07653 -2.11209 3.25155 0.3 0.0 0.4 0.104
C -0.27866 -1.30145 4.25477 0.3 0.6 2.2 0.054
H 0.95002 -1.83944 2.66658 0.4 -0.4 0.2 0.008
C -1.68769 -1.26230 4.77982 -0.5 -1.2 0.3 -0.032
H 0.37989 -0.47476 4.73239 -0.2 -1.7 -0.3 0.029
C -2.13135 -2.73772 5.01175 0.3 0.6 -0.2 -0.004
H -1.77515 -0.68269 5.71889 0.1 -0.2 -0.6 0.010
H -2.32597 -0.80590 3.97978 0.0 -0.2 0.8 0.005
C -1.96905 -3.55843 3.69666 -0.9 0.2 0.8 0.006
H -1.44964 -3.11795 5.80914 -0.6 0.0 -0.5 0.001
H -3.17988 -2.76908 5.37144 0.5 -0.2 -0.2 -0.001
C -0.65544 -3.38138 2.96013 0.3 0.0 -0.4 0.012
H -2.11617 -4.60892 3.97908 0.0 0.1 -0.4 -0.004
H -2.76556 -3.27507 2.99779 -0.1 0.0 0.3 0.000
H -0.01320 -4.23692 3.20207 0.2 0.1 -0.2 0.006
H -0.82625 -3.39120 1.88154 -0.1 -0.4 -0.1 -0.010
C 3.91751 -1.03289 4.16724 -0.9 1.2 -1.0 -0.001
O 3.47853 0.15097 3.37300 2.4 -0.8 0.3 0.001
C 2.19557 0.35990 3.25794 -3.1 0.8 -0.7 -0.003
O 1.80069 1.29490 2.46050 2.2 -1.2 0.8 0.004
H 4.95814 -0.82863 4.37719 0.2 0.0 0.1 0.000
H 3.81961 -1.93722 3.56124 0.0 0.2 0.0 0.000
H 3.32963 -1.15899 5.07908 0.0 0.3 -0.1 0.001
```
Forces are in eV/Å.

Results
HOMO level (alpha / beta)   -2.425 / -2.663 eV
Gap between HOMO and LUMO (alpha / beta)   4.99 / 5.22 eV
LUMO energy (alpha / beta)   2.56 / 2.56 eV
Energy relative to the best compared isomer or geometry (same formula, charge and spin)   0.0000 eV
Multiplicity   2
Net charge   -1